CH4N2S | the ωB97M-V functional and the def2-TZVPD basis

```
! wB97M-V def2-TZVPD RIJCOSX def2/J DEFGRID3
* xyz 0 1
C -0.359 -0.488 0.676
N -0.300 0.905 0.498
N 0.570 0.129 -0.293
S 2.298 -0.011 0.157
H 0.131 -1.002 1.481
H -1.196 -0.958 0.112
H -1.651 1.481 -0.205
H 2.638 0.996 -0.658
*
```

## Properties
Orbital gap (alpha / beta)   8.2946 / 8.2957 eV
E   -14911.569 eV
Energy relative to the best compared isomer or geometry (same formula, charge and spin)   582.3 kJ/mol

***

C16H42F3O10P3Si2 | the ωB97M-V functional and the def2-TZVPD basis

```
! wB97M-V def2-TZVPD RIJCOSX def2/J DEFGRID3
* xyz 0 1
C 4.836 3.434 -5.355
Si 3.894 1.846 -5.237
O 2.818 1.849 -3.974
Si 1.236 1.343 -4.101
C 0.103 2.833 -4.113
C -1.393 2.562 -4.321
C -1.729 1.690 -5.508
F -2.991 1.972 -5.936
F -1.736 0.373 -5.200
F -0.919 1.897 -6.563
P 5.319 0.089 -4.970
O 5.589 -0.599 -6.266
H 4.162 4.267 -5.557
H 5.554 3.403 -6.175
H 5.372 3.677 -4.437
H 3.131 1.633 -6.483
H 0.979 0.453 -2.948
H 1.135 0.511 -5.316
H 0.205 3.279 -3.120
H 0.499 3.568 -4.815
H -1.837 2.136 -3.425
H -1.907 3.505 -4.494
H 4.777 -0.798 -4.011
H 6.475 0.614 -4.338
O 4.307 -1.998 1.787
P 3.603 -0.713 1.730
O 4.517 0.490 1.235
C 5.085 0.457 -0.084
C 4.046 0.656 -1.170
O 3.352 -0.211 3.239
C 3.701 -1.025 4.359
C 5.095 -0.711 4.864
O 2.193 -0.307 1.139
C 1.148 -1.301 1.008
C 0.699 -1.855 2.342
H 5.620 -0.486 -0.225
H 5.817 1.262 -0.110
H 3.357 -0.189 -1.215
H 4.523 0.749 -2.144
H 3.451 1.549 -0.979
H 3.606 -2.083 4.111
H 2.963 -0.810 5.135
H 5.806 -0.663 4.039
H 5.427 -1.471 5.572
H 5.111 0.257 5.367
H 1.498 -2.103 0.355
H 0.324 -0.800 0.505
H 1.480 -2.457 2.810
H -0.177 -2.490 2.205
H 0.446 -1.046 3.028
O -4.565 -0.336 1.221
P -4.800 -0.903 2.553
O -3.509 -0.902 3.478
C -2.883 0.338 3.843
C -3.695 1.147 4.835
O -4.966 -2.497 2.396
C -4.977 -3.120 1.112
C -3.590 -3.581 0.707
O -5.960 -0.676 3.603
C -7.261 -0.226 3.154
C -7.941 -1.229 2.247
H -2.684 0.920 2.939
H -1.925 0.067 4.282
H -4.621 1.512 4.389
H -3.121 2.011 5.171
H -3.966 0.538 5.698
H -5.398 -2.450 0.362
H -5.648 -3.976 1.192
H -2.855 -2.794 0.877
H -3.570 -3.858 -0.348
H -3.287 -4.448 1.295
H -7.153 0.737 2.651
H -7.846 -0.066 4.056
H -7.423 -1.316 1.291
H -8.965 -0.911 2.047
H -7.958 -2.216 2.709
*
```

## Properties
Orbital gap   9.9337 eV
E   -89530.627 eV

***

C6H12N3O | the ωB97M-V functional and the def2-TZVPD basis

```
! wB97M-V def2-TZVPD RIJCOSX def2/J DEFGRID3
* xyz 1 1
H 2.390 2.332 -0.075
N 2.426 1.391 0.402
N 3.509 0.716 0.511
C 3.485 -0.634 0.109
O 4.299 -1.484 0.142
C 1.986 -0.796 -0.397
N 1.269 0.206 -0.574
C -0.079 0.701 -0.625
C -1.013 -0.337 0.039
C -2.460 0.181 -0.083
C -3.477 -0.723 0.528
H 4.346 1.083 0.052
H 1.599 -1.773 -0.585
H 0.075 1.688 -0.112
H -0.247 0.952 -1.613
H -0.907 -0.347 1.189
H -0.704 -1.243 -0.405
H -2.510 0.197 -1.193
H -2.661 1.056 0.462
H -4.351 -0.276 0.741
H -3.664 -1.667 -0.035
H -3.310 -1.224 1.525
*
```

## Properties
Orbital gap   8.8359 eV
E   -12922.488 eV
Energy relative to the best compared isomer or geometry (same formula, charge and spin)   678.2 kJ/mol
SMILES string   [H]/N=[NH+]/C(=O)/C=N/CCCC

***

C2H3FINO | the ωB97M-V functional and the def2-TZVPD basis

```
! wB97M-V def2-TZVPD RIJCOSX def2/J DEFGRID3
* xyz 0 1
C 0.636 0.574 -0.360
C -0.800 0.432 -0.465
N 2.734 -1.554 -0.323
O 1.488 1.378 -0.289
F -1.219 -0.918 -0.424
I 3.741 0.022 0.001
H -1.309 0.933 -1.327
H -1.359 1.012 0.450
H 2.454 -1.769 0.607
*
```

## Properties
Orbital gap (alpha / beta)   8.0726 / 7.7089 eV
E   -16472.984 eV
Energy relative to the best compared isomer or geometry (same formula, charge and spin)   411.0 kJ/mol

***

C32H32N6O3PbS | the ωB97M-V functional and the def2-TZVPD basis

```
! wB97M-V def2-TZVPD RIJCOSX def2/J DEFGRID3
* xyz 2 1
Pb -0.478 0.277 0.243
O -4.583 1.787 0.477
C -3.419 1.493 0.664
N -2.593 0.859 -0.203
C -2.979 0.795 -1.590
C -1.831 1.237 -2.479
C -2.054 1.606 -3.799
C -0.987 2.007 -4.580
C 0.289 2.038 -4.026
C 0.439 1.656 -2.712
N -0.600 1.262 -1.965
C -2.674 2.019 1.885
C -3.071 3.332 2.411
C -2.245 4.058 3.173
C -0.870 3.584 3.556
C -0.596 2.240 2.846
N -1.609 1.411 2.245
H -3.837 1.450 -1.762
H -3.283 -0.213 -1.890
H -3.062 1.591 -4.193
H -1.146 2.305 -5.608
H 1.145 2.362 -4.599
H 1.403 1.665 -2.219
H -4.058 3.682 2.144
H -2.577 5.013 3.564
H -0.738 3.624 4.639
H 0.147 1.637 3.368
C -1.582 -2.890 -3.335
C -0.745 -2.608 -2.120
O -0.901 -1.536 -1.540
C 0.216 -3.631 -1.653
C 0.059 -4.950 -2.100
C 0.854 -5.976 -1.627
C 1.845 -5.699 -0.696
C 2.041 -4.399 -0.257
C 1.240 -3.373 -0.728
O 1.485 -2.109 -0.220
H -2.073 -1.972 -3.647
H -2.348 -3.633 -3.102
H -0.977 -3.287 -4.150
H -0.718 -5.182 -2.814
H 0.698 -6.986 -1.979
H 2.472 -6.495 -0.317
H 2.815 -4.159 0.459
N 3.255 1.604 1.006
C 2.217 2.366 1.497
C 2.568 3.223 2.655
C 1.684 4.036 3.236
C 0.298 4.190 2.694
C 0.036 3.048 1.701
N 1.043 2.308 0.987
C 3.239 0.508 0.158
C 4.547 -0.060 -0.081
C 4.668 -1.157 -0.920
C 3.543 -1.720 -1.448
C 2.194 -1.192 -1.095
N 2.146 0.051 -0.363
H 4.160 1.818 1.395
H 3.582 3.163 3.031
H 1.990 4.642 4.081
H 0.147 5.211 2.335
H -0.741 3.339 0.996
H 5.416 0.393 0.377
H 5.647 -1.556 -1.151
H 3.595 -2.569 -2.116
H 1.597 -1.073 -2.009
C -0.498 -1.821 3.258
S -1.140 -2.131 1.608
C -2.893 -1.838 1.881
H -0.821 -0.841 3.604
H 0.588 -1.876 3.207
H -0.866 -2.596 3.928
H -3.288 -2.641 2.502
H -3.387 -1.845 0.913
H -3.040 -0.876 2.366
*
```

## Properties
Orbital gap (alpha / beta)   6.6244 / 5.4902 eV
E   -64853.251 eV
Energy relative to the best compared isomer or geometry (same formula, charge and spin)   386.6 kJ/mol

***

C55H82Br2F9N2O29 | the ωB97M-V functional and the def2-TZVPD basis

```
! wB97M-V def2-TZVPD RIJCOSX def2/J DEFGRID3
* xyz 1 1
C -0.083 7.853 3.393
C -0.101 6.475 4.246
C 1.191 5.526 4.024
C 1.591 5.283 2.481
C 0.397 4.608 1.591
C 0.390 5.203 0.073
C -0.513 4.318 -0.951
C -1.703 5.156 -1.664
C -3.163 4.947 -0.962
C -3.121 5.099 0.643
C -4.583 4.872 1.347
C -4.434 5.220 2.923
C -4.634 3.967 3.911
C -3.547 2.772 3.669
C -4.163 1.316 3.982
C -4.807 0.565 2.709
C -3.849 0.564 1.410
C -3.491 -0.931 0.854
C -2.602 -0.714 -0.514
C -1.281 -1.637 -0.574
N 0.030 -0.834 -0.626
C 0.005 0.089 0.605
O -0.486 -0.541 1.804
C 0.161 0.006 2.988
C 1.600 -0.697 3.297
C 1.846 -0.961 4.886
N -0.101 0.040 -1.700
C 0.099 -0.463 -2.883
O 0.201 -1.049 -3.991
C 1.267 -1.647 -0.492
Br 1.181 -3.476 -1.379
C 2.695 -1.070 -0.881
C 2.960 0.478 -1.091
Br 3.287 -1.991 -2.593
H 0.866 7.982 2.745
H -0.992 7.854 2.688
H -0.126 8.751 4.130
H -1.052 5.897 3.928
H -0.229 6.772 5.358
H 0.941 4.504 4.526
H 2.079 6.042 4.557
H 2.514 4.576 2.466
H 1.909 6.269 1.961
H 0.528 3.450 1.563
H -0.615 4.873 2.075
H 1.484 5.230 -0.308
H -0.064 6.273 0.060
H -0.999 3.454 -0.366
H 0.136 3.827 -1.780
H -1.704 4.828 -2.784
H -1.374 6.263 -1.671
H -3.838 5.783 -1.418
H -3.586 3.938 -1.324
H -2.405 4.281 1.048
H -2.724 6.175 0.856
H -4.906 3.768 1.246
H -5.353 5.565 0.828
H -3.446 5.797 3.068
H -5.285 5.977 3.174
H -4.435 4.353 4.993
H -5.678 3.467 3.815
H -3.154 2.914 2.598
H -2.617 2.888 4.366
H -5.008 1.478 4.772
H -3.362 0.620 4.432
H -5.201 -0.505 2.958
H -5.766 1.166 2.421
H -4.433 1.079 0.547
H -2.816 1.071 1.598
H -4.452 -1.554 0.645
H -2.901 -1.530 1.650
H -3.333 -1.007 -1.375
H -2.435 0.412 -0.616
H -1.261 -2.437 0.275
H -1.433 -2.285 -1.533
H -0.642 1.040 0.409
H 1.056 0.497 0.866
H -0.481 -0.078 3.946
H 0.391 1.139 2.835
H 1.732 -1.708 2.767
H 2.416 0.052 2.939
H 2.193 -0.025 5.460
H 0.936 -1.481 5.376
H 2.720 -1.724 4.961
H 1.334 -1.952 0.635
H 3.466 -1.455 -0.094
H 2.960 0.995 -0.043
H 4.055 0.607 -1.473
H 2.301 1.032 -1.848
C -6.975 6.162 8.058
C -5.790 6.753 8.749
O -4.784 6.716 7.757
C -5.444 6.815 6.570
O -4.918 7.087 5.526
O -6.780 6.574 6.714
F -5.398 5.978 9.788
H -6.990 5.069 8.104
H -7.919 6.543 8.452
H -5.934 7.782 9.089
C 5.321 -5.650 -5.133
C 6.049 -6.018 -3.881
O 6.379 -4.766 -3.318
C 5.402 -3.915 -3.734
O 5.192 -2.834 -3.242
O 4.682 -4.437 -4.768
F 7.197 -6.679 -4.162
H 5.995 -5.466 -5.975
H 4.590 -6.406 -5.427
H 5.453 -6.596 -3.168
C 1.247 -8.379 -4.090
C 1.974 -8.748 -2.839
O 2.310 -7.494 -2.278
C 1.336 -6.641 -2.694
O 1.131 -5.560 -2.206
O 0.613 -7.161 -3.726
F 3.117 -9.413 -3.121
H 1.920 -8.199 -4.934
H 0.512 -9.132 -4.383
H 1.377 -9.322 -2.124
C 8.744 -7.483 -6.799
C 7.720 -7.060 -7.803
O 8.248 -7.530 -9.024
C 8.988 -8.630 -8.698
O 9.364 -9.447 -9.490
O 9.238 -8.690 -7.358
F 7.630 -5.707 -7.866
H 9.564 -6.764 -6.704
H 8.313 -7.655 -5.813
H 6.727 -7.491 -7.641
C -2.348 -6.793 -3.982
C -3.149 -7.690 -4.866
O -4.160 -8.177 -4.006
C -4.352 -7.192 -3.084
O -5.307 -7.124 -2.360
O -3.329 -6.288 -3.090
F -2.406 -8.740 -5.292
H -1.585 -7.331 -3.414
H -1.867 -5.984 -4.535
H -3.606 -7.187 -5.721
C 5.904 4.461 -0.301
C 4.573 5.139 -0.325
O 4.424 5.612 0.997
C 5.694 5.836 1.443
O 5.961 6.488 2.412
O 6.623 5.234 0.645
F 3.580 4.251 -0.578
H 5.844 3.425 0.046
H 6.397 4.475 -1.275
H 4.508 5.978 -1.025
C 10.063 -4.131 -8.623
C 10.649 -2.769 -8.806
O 10.879 -2.335 -7.481
C 11.104 -3.471 -6.763
O 11.596 -3.490 -5.669
O 10.708 -4.586 -7.444
F 9.757 -1.931 -9.384
H 8.983 -4.107 -8.460
H 10.276 -4.792 -9.466
H 11.589 -2.755 -9.366
C -5.569 7.119 13.698
C -6.765 7.767 14.317
O -7.089 8.792 13.401
C -6.671 8.337 12.188
O -7.013 8.807 11.136
O -5.822 7.277 12.310
F -6.449 8.334 15.504
H -4.634 7.625 13.956
H -5.482 6.064 13.963
H -7.623 7.100 14.441
C -7.630 -7.431 -6.623
C -7.365 -8.878 -6.363
O -6.213 -9.141 -7.138
C -5.538 -7.960 -7.193
O -4.389 -7.854 -7.530
O -6.322 -6.911 -6.811
F -8.378 -9.647 -6.825
H -8.220 -7.265 -7.529
H -8.130 -6.942 -5.784
H -7.165 -9.118 -5.315
*
```

## Properties
Orbital gap   7.7633 eV
E   -285246.856 eV

***

C10H11N3O2 | the ωB97M-V functional and the def2-TZVPD basis

```
! wB97M-V def2-TZVPD RIJCOSX def2/J DEFGRID3
* xyz 0 3
C 0.195 -0.916 3.284
C -0.788 -1.392 2.352
C 1.190 -0.091 2.889
C -0.775 -0.996 1.022
C 1.245 0.329 1.523
C 0.255 -0.188 0.597
C 2.122 1.332 0.992
C 2.048 1.801 -0.260
C -0.709 1.582 -3.191
C 1.144 1.183 -1.199
N 0.337 0.165 -0.688
N 1.082 1.580 -2.415
N -2.792 -2.191 -1.320
O -1.095 0.516 -2.892
O -0.665 2.581 -3.738
H 0.078 -1.166 4.277
H -1.433 -2.181 2.808
H 1.836 0.436 3.570
H -1.479 -1.471 0.152
H 2.793 1.696 1.661
H 2.721 2.501 -0.527
H -0.365 -0.201 -1.428
H 1.726 2.253 -2.708
H -2.452 -1.565 -2.074
H -3.772 -2.333 -1.316
H -2.449 -3.263 -1.373
*
```

## Properties
Orbital gap (alpha / beta)   5.7864 / 6.0270 eV
E   -19110.207 eV
Energy relative to the best compared isomer or geometry (same formula, charge and spin)   0.0 kJ/mol

***

C2HO2V | the ωB97M-V functional and the def2-TZVPD basis

```
! wB97M-V def2-TZVPD RIJCOSX def2/J DEFGRID3
* xyz 1 4
O -1.782 -1.377 -0.723
C -0.735 -1.159 -0.292
C 0.239 0.884 0.161
O 1.482 0.828 0.139
H -0.234 1.805 -0.244
V 1.029 -0.981 0.959
*
```

## Properties
Orbital gap (alpha / beta)   8.3257 / 8.2253 eV
E   -31861.890 eV
Energy relative to the best compared isomer or geometry (same formula, charge and spin)   0.0 kJ/mol

***

C5H7O3Pr | the ωB97M-V functional and the def2-TZVPD basis

```
! wB97M-V def2-TZVPD RIJCOSX def2/J DEFGRID3
* xyz 3 4
O 0.916 -0.135 0.785
C 2.252 -0.052 0.371
O 2.673 -0.798 -0.527
Pr 5.262 0.280 -0.384
O 2.929 0.817 0.936
C 0.114 -0.985 0.240
H 0.511 -1.608 -0.570
H -1.771 -1.881 0.407
C -1.276 -0.921 0.577
H -1.464 -0.503 1.571
C -1.816 0.125 -0.523
C -1.418 1.514 -0.318
H -2.902 -0.033 -0.491
H -1.722 2.015 0.603
H -1.357 0.067 -1.577
H -0.929 2.096 -1.099
*
```

## Properties
Orbital gap (alpha / beta)   4.2988 / 7.1817 eV
E   -25475.507 eV
Energy relative to the best compared isomer or geometry (same formula, charge and spin)   0.0 kJ/mol

***

C2H6OPb | the ωB97M-V functional and the def2-TZVPD basis

```
! wB97M-V def2-TZVPD RIJCOSX def2/J DEFGRID3
* xyz 0 1
H 2.526 -0.049 -0.170
C -1.412 0.177 0.020
O -0.057 0.498 0.199
C 0.932 -0.538 0.018
H -1.937 1.141 -0.006
H -1.582 -0.356 -0.930
H -1.726 -0.470 0.855
H 0.742 -1.090 -0.918
H 0.864 -1.204 0.894
Pb 1.650 1.893 0.038
*
```

## Properties
Orbital gap (alpha / beta)   5.5705 / 6.1284 eV
E   -9460.633 eV